1.
Below is a cluster of 3 separate species, C27H50BN4O5 in total, with properties calculated with wB97M-V/def2-TZVPD.

Summary:
Electronic energy, Eh: -1678.1152
Net charge: +1
E_HOMO (alpha / beta), eV: -10.803 / -10.923
<S²>: 3.0817
2S+1: 3
LUMO level (alpha / beta), eV: -4.6 / -6.9

CARTESIAN COORDINATES (ANGSTROEM)
C: -1.449 -0.836 -0.739
C: 0.087 -1.304 -0.394
B: 1.049 -1.472 -1.756
O: 2.514 -1.134 -1.746
C: 0.250 -2.033 -3.106
N: -0.652 -3.233 -2.905
C: -1.505 -3.882 -3.982
C: -2.483 -5.168 -3.586
C: -1.477 -3.286 -5.533
C: -0.500 -1.968 -5.807
C: -0.472 -1.339 -7.323
O: 0.545 -1.595 -8.164
O: -1.656 -0.507 -7.718
C: 0.397 -1.300 -4.566
N: 1.238 -0.074 -4.848
H: -2.180 -1.750 -0.607
H: -1.812 -0.013 0.046
H: -1.598 -0.390 -1.813
H: 0.620 -0.492 0.263
H: 0.130 -2.372 0.132
H: 2.615 -0.121 -1.701
H: -0.719 -3.653 -1.939
H: -3.318 -5.373 -4.406
H: -1.788 -6.099 -3.402
H: -3.083 -4.983 -2.575
H: -2.150 -3.792 -6.350
H: -2.061 -0.239 -6.823
H: 2.076 -0.016 -4.210
H: 1.541 -0.081 -5.855
C: 5.181 -4.218 2.795
C: 4.208 -3.085 2.367
C: 4.951 -1.722 2.388
C: 5.196 -1.188 3.796
C: 3.900 -1.145 4.599
C: 3.140 -2.497 4.615
N: 2.991 -3.098 3.248
O: 1.978 -2.386 2.580
C: 3.868 -3.497 5.554
C: 1.765 -2.273 5.330
C: 3.879 -3.436 0.877
H: 4.637 -5.138 3.036
H: 5.883 -4.467 1.989
H: 5.811 -3.954 3.644
H: 4.373 -0.973 1.832
H: 5.914 -1.809 1.869
H: 5.945 -1.797 4.313
H: 5.618 -0.178 3.733
H: 4.127 -0.826 5.624
H: 3.258 -0.361 4.174
H: 3.440 -4.502 5.468
H: 3.768 -3.196 6.605
H: 4.940 -3.563 5.379
H: 1.160 -1.495 4.849
H: 1.910 -1.946 6.367
H: 1.178 -3.199 5.356
H: 3.347 -4.392 0.805
H: 4.796 -3.524 0.282
H: 3.273 -2.667 0.384
C: -2.707 4.971 -2.098
C: -3.312 3.893 -1.158
C: -4.843 4.111 -1.029
C: -5.214 5.303 -0.153
C: -4.534 5.214 1.209
C: -2.998 5.015 1.119
N: -2.607 3.921 0.169
O: -2.861 2.694 0.809
C: -2.321 6.347 0.697
C: -2.452 4.781 2.568
C: -3.074 2.557 -1.939
H: -1.615 5.007 -2.011
H: -2.933 4.755 -3.150
H: -3.102 5.972 -1.926
H: -5.314 3.213 -0.607
H: -5.289 4.248 -2.023
H: -4.951 6.242 -0.650
H: -6.302 5.327 -0.014
H: -4.765 6.121 1.782
H: -4.986 4.382 1.766
H: -1.257 6.197 0.480
H: -2.382 7.093 1.500
H: -2.784 6.822 -0.166
H: -2.925 3.926 3.065
H: -2.651 5.650 3.208
H: -1.367 4.620 2.561
H: -2.002 2.353 -2.054
H: -3.509 2.608 -2.945
H: -3.539 1.693 -1.453

***

2.
Below is a structure of composition C27H50ClO27P2, with properties calculated with wB97M-V/def2-TZVPD.

Summary:
Electronic energy, Eh: -4231.8885
Net charge: -1
E_HOMO, eV: -4.346
LUMO level, eV: 1.6

CARTESIAN COORDINATES (ANGSTROEM)
Cl: -0.387 -0.803 1.329
O: 0.173 0.446 0.876
O: -0.318 -1.819 0.320
O: 0.257 -1.256 2.560
O: -1.775 -0.616 1.562
C: -2.305 1.494 2.882
C: -1.552 1.643 1.602
O: -2.232 2.718 0.947
C: -2.844 3.446 1.858
O: -3.470 4.474 1.580
O: -2.849 2.803 3.022
H: -1.593 1.223 3.662
H: -3.049 0.698 2.858
H: -1.801 0.819 0.934
H: -0.464 1.708 1.602
C: -1.319 -3.511 -0.763
C: -2.572 -2.747 -0.527
O: -2.988 -2.349 -1.742
C: -1.901 -2.429 -2.570
O: -1.783 -1.978 -3.675
O: -0.845 -2.974 -1.958
H: -1.428 -4.595 -0.770
H: -0.694 -3.293 0.103
H: -2.263 -2.032 0.236
H: -3.398 -3.280 -0.058
C: -2.813 0.805 -0.226
C: -2.893 0.092 -1.584
O: -3.397 1.058 -2.435
C: -3.109 2.216 -1.892
O: -3.299 3.288 -2.511
O: -2.531 2.087 -0.740
H: -1.918 0.396 0.242
H: -3.737 0.680 0.339
H: -3.504 -0.804 -1.695
H: -1.975 -0.342 -1.979
C: -2.314 -0.787 3.751
C: -2.662 -1.508 5.038
O: -4.009 -1.149 5.149
C: -4.473 -0.460 4.017
O: -5.639 -0.079 3.927
O: -3.508 -0.356 3.184
H: -1.814 -1.551 3.155
H: -1.668 0.075 3.914
H: -2.065 -1.048 5.826
H: -2.391 -2.553 4.887
C: 1.574 -0.627 4.538
C: 1.414 0.466 3.497
O: 1.746 1.654 4.312
C: 2.036 1.353 5.563
O: 2.395 2.174 6.419
O: 1.887 0.049 5.733
H: 2.426 -1.221 4.206
H: 0.708 -1.288 4.515
H: 0.412 0.392 3.073
H: 2.179 0.319 2.735
C: 1.148 -3.367 0.751
C: 1.440 -3.940 -0.601
O: 2.492 -3.229 -1.297
P: 2.738 -3.575 -2.851
O: 2.292 -4.996 -3.187
O: 4.331 -3.394 -2.955
C: 5.069 -4.237 -3.811
C: 5.546 -5.491 -2.982
O: 2.144 -2.310 -3.692
C: 2.228 -2.186 -5.060
C: 1.273 -1.065 -5.513
H: 2.031 -3.013 1.283
H: 0.564 -2.449 0.689
H: 0.526 -3.971 1.412
H: 1.550 -5.013 -0.444
H: 0.504 -3.960 -1.159
H: 4.474 -4.584 -4.656
H: 5.908 -3.638 -4.165
H: 6.242 -5.227 -2.185
H: 4.663 -5.998 -2.593
H: 6.030 -6.193 -3.661
H: 3.173 -1.740 -5.369
H: 2.175 -3.144 -5.578
H: 1.284 -1.048 -6.603
H: 0.270 -1.353 -5.199
H: 1.347 -0.070 -5.073
C: 3.195 5.329 1.846
C: 1.831 4.915 1.290
O: 1.860 3.806 0.452
P: 1.715 3.848 -1.134
O: 2.880 4.410 -1.878
O: 0.248 4.609 -1.340
C: -0.417 4.516 -2.605
C: -1.972 4.746 -2.490
O: 1.414 2.283 -1.520
C: 0.722 1.439 -0.614
C: -0.794 1.594 -0.817
H: 3.856 5.801 1.120
H: 3.129 6.033 2.675
H: 3.731 4.461 2.230
H: 1.213 4.709 2.163
H: 1.259 5.768 0.923
H: 0.033 5.253 -3.271
H: -0.294 3.534 -3.060
H: -2.444 5.326 -3.284
H: -2.516 3.802 -2.465
H: -2.080 5.163 -1.488
H: 0.938 0.404 -0.878
H: 1.093 1.515 0.408
H: -1.145 1.396 -1.829
H: -1.325 0.855 -0.216
H: -1.229 2.557 -0.550